1.
# C2H6IN2

C2H6IN2 as an isolated structure (ωB97M-V/def2-TZVPD, the Open Molecules 2025 dataset).

Properties
LUMO energy: -4.47 eV
calculated total energy: -13239.986 eV

```
! wB97M-V def2-TZVPD RIJCOSX def2/J DEFGRID3
* xyz 1 1
C 1.81361 0.70059 0.24335
C 1.05204 -0.36587 0.35671
N -1.55721 -0.56499 -0.59620
N 2.34609 1.60608 -0.24028
I -3.25371 0.18793 0.19750
H 1.66797 -1.18210 -0.08487
H 0.88700 -0.63336 1.38139
H -0.29440 -0.54601 -0.09324
H -1.65469 -0.37858 -1.64437
H 2.93357 2.38833 -0.13668
H -3.94027 -1.21201 0.61669
*
```

These are the Mulliken partial charges, in e, on atoms 1 to 2: 0.536, -1.048


2.
# C26H46LaOP2

C26H46LaOP2 as an isolated structure (ωB97M-V/def2-TZVPD, the Open Molecules 2025 dataset).

Properties
LUMO energy (spin up / spin down): -4.01 / -3.97 eV
calculated total energy: -49178.433 eV

```
! wB97M-V def2-TZVPD RIJCOSX def2/J DEFGRID3
* xyz 1 1
La -1.30073 -0.78447 -0.52223
C 3.66198 -0.34324 0.54716
C 3.33353 0.58849 -0.46819
C 3.53365 1.73385 1.51417
C 3.75346 0.36044 1.77678
C 3.26133 1.87318 0.12750
C 3.84008 -1.80044 0.38695
H 3.91549 -2.07074 -0.67316
H 2.99806 -2.36636 0.82152
H 4.75932 -2.13675 0.89002
C 4.03517 -0.23170 3.10115
H 4.55369 -1.19122 2.99371
H 3.10847 -0.41732 3.66426
H 4.65711 0.44045 3.70474
C 3.55595 2.82996 2.49791
H 4.21477 2.57839 3.33601
H 2.55809 3.04000 2.90668
H 3.92006 3.75171 2.03065
C 2.92694 3.14053 -0.54700
H 3.60128 3.94783 -0.22315
H 1.89410 3.45883 -0.31872
H 3.01329 3.03588 -1.63718
C 3.15196 0.29648 -1.90436
H 4.07478 0.49285 -2.47013
H 2.36244 0.92050 -2.33731
H 2.88271 -0.75219 -2.06080
C -2.86503 -2.39420 -0.48195
C -1.85997 -3.26770 -1.21479
C -1.86136 -3.17503 -2.77184
C -2.10931 -1.82390 -3.46673
C -1.86971 -0.52325 -2.71601
C -2.87522 0.10527 -1.96150
C -4.22386 -0.53418 -1.69897
C -4.14994 -1.99814 -1.18055
H -2.66709 -3.85285 -3.09009
H -3.13488 -1.82873 -3.86237
H -0.94200 -3.62237 -3.17697
H -4.40158 -2.69513 -1.99493
H -2.97966 -2.61288 0.59875
H -2.15350 -4.30788 -0.98179
H -4.96110 -2.13599 -0.44850
H -4.79589 0.09098 -0.99583
H -2.80085 1.18224 -1.74082
H -4.81972 -0.51033 -2.62764
H -1.47511 -1.78414 -4.36694
H -0.97747 0.06161 -3.04135
P -0.10320 -3.65557 -0.33533
P -1.38109 3.31739 1.23154
C -3.04197 0.97708 1.25195
C -3.03631 2.46141 1.25586
H -2.71208 0.54653 2.20648
H -4.00691 0.55633 0.94624
H -3.58776 2.86261 0.38922
H -3.50639 2.85832 2.17331
C -1.68750 5.00611 1.74206
H -0.96315 5.66669 1.25557
H -1.63236 5.14023 2.82898
H -2.69044 5.29254 1.40094
C -0.97718 3.47153 -0.52952
H -1.90614 3.58123 -1.09347
H -0.42031 2.59915 -0.89290
H -0.35411 4.35638 -0.67911
C -0.36207 -5.22716 0.54040
H 0.23358 -6.02936 0.08190
H -1.42398 -5.50038 0.54725
H -0.03002 -5.06293 1.57561
C 1.00930 -4.15341 -1.69787
H 2.01697 -4.21989 -1.25973
H 1.02615 -3.37565 -2.47385
H 0.73837 -5.12716 -2.12935
C 0.12084 1.59523 3.06057
C -0.29943 1.86878 1.66230
O -0.07922 0.92149 0.80203
H -0.33120 0.63097 3.35814
H -0.17418 2.37687 3.76478
H 1.21806 1.49627 3.09983
*
```

These are the Mulliken partial charges, in e, on atoms 1 to 2: 0.724, 0.521


3.
# C37H56F3N13Nb

C37H56F3N13Nb as an isolated structure (ωB97M-V/def2-TZVPD, the Open Molecules 2025 dataset).

Properties
LUMO energy: 1.53 eV
calculated total energy: -68342.858 eV

```
! wB97M-V def2-TZVPD RIJCOSX def2/J DEFGRID3
* xyz -1 1
C 1.81970 5.25499 0.13253
C 1.85444 3.75430 0.18560
C 2.95330 3.12298 0.77089
C 3.10124 1.74226 0.80674
C 2.11970 0.96167 0.21373
C 1.01695 1.57680 -0.36792
C 0.83816 2.97028 -0.39750
C -0.37330 3.51368 -1.08733
Nb -1.91335 4.75419 0.07231
C -2.91727 3.01766 1.15648
C -2.75863 1.60015 0.58467
C -3.69968 1.24391 -0.53396
F -3.86689 2.15524 -1.47863
F -4.92444 0.89053 -0.05555
F -3.24915 0.10404 -1.16182
H 1.52179 5.60063 -0.85293
H 2.83430 5.62223 0.30151
H 1.18900 5.68822 0.90027
H 3.73279 3.73725 1.20254
H 3.95928 1.25018 1.24093
H 2.17705 -0.11716 0.17621
H 0.25553 0.96027 -0.82923
H 0.00175 4.15815 -1.88922
H -0.92990 2.70125 -1.56260
H -0.88893 5.02180 1.56053
H -1.16436 6.24632 -0.68949
H -3.10707 4.76915 -1.34708
H -3.06789 5.94636 0.86363
H -2.60681 3.02857 2.19853
H -3.99007 3.24089 1.17912
H -3.02088 0.88391 1.36648
H -1.74222 1.35324 0.28940
C 3.19228 5.73452 4.47012
C 1.79990 5.55712 4.07618
N 0.71381 5.41724 3.73825
H 3.30223 6.65684 5.03736
H 3.51180 4.89605 5.08597
H 3.82159 5.78391 3.58311
C 6.33636 0.22552 -1.13578
C 6.19874 1.66357 -0.92883
N 6.04266 2.78611 -0.76071
H 7.35435 -0.01796 -1.42211
H 6.08852 -0.30369 -0.21798
H 5.66112 -0.09721 -1.92262
C 5.08028 -3.39636 -3.53572
C 6.24610 -2.85099 -2.85605
N 7.16325 -2.43383 -2.30905
H 5.05705 -4.47544 -3.39282
H 4.17303 -2.95773 -3.12354
H 5.13419 -3.17253 -4.59939
C -6.92170 3.44301 2.76132
C -6.01947 4.06792 3.71875
N -5.28039 4.56147 4.44127
H -6.81687 2.36048 2.81505
H -7.95263 3.71529 2.98065
H -6.67183 3.77497 1.75488
C 9.56678 -5.87425 -1.71086
C 8.13848 -5.94833 -1.98513
N 7.01433 -6.00600 -2.19371
H 9.79259 -4.93728 -1.20566
H 9.86422 -6.70594 -1.07551
H 10.12397 -5.91952 -2.64418
C -3.92556 -3.15489 -1.11368
C -3.20916 -4.26507 -0.49900
N -2.64372 -5.13634 -0.01560
H -4.72418 -3.53914 -1.74525
H -4.35372 -2.51675 -0.34351
H -3.24449 -2.56217 -1.71962
C -1.35807 0.05564 -3.86611
C 0.06253 0.31082 -4.06701
N 1.17902 0.51147 -4.22646
H -1.72441 -0.61012 -4.64582
H -1.52201 -0.40514 -2.89483
H -1.91047 0.99325 -3.90697
C -1.60792 -7.53209 2.44593
C -2.26877 -8.26527 3.51865
N -2.78742 -8.85671 4.35367
H -0.65503 -7.13741 2.79486
H -1.42639 -8.19644 1.60415
H -2.23004 -6.70365 2.11165
C 1.73706 -7.16817 5.28856
C 2.00434 -6.67262 3.94282
N 2.20030 -6.28714 2.88179
H 2.57007 -7.77998 5.62818
H 1.60808 -6.33007 5.97026
H 0.82978 -7.77012 5.28854
C 0.65624 3.44220 -5.82053
C 0.32204 4.85493 -5.68750
N 0.04460 5.95714 -5.54098
H 1.73276 3.31331 -5.89678
H 0.30143 2.89916 -4.94918
H 0.18940 3.03197 -6.71409
C -5.09348 -6.93440 5.67479
C -5.55583 -5.58838 5.99564
N -5.92219 -4.53213 6.24727
H -4.01065 -6.95219 5.59845
H -5.40358 -7.62569 6.45546
H -5.51819 -7.25619 4.72670
C 4.80302 2.26514 -4.51896
C 4.29928 2.19232 -5.88584
N 3.87997 2.14139 -6.95177
H 5.78807 2.72735 -4.51133
H 4.12547 2.85668 -3.90545
H 4.87055 1.26321 -4.10066
C -9.68399 0.97955 0.35535
C -10.12141 2.35104 0.58722
N -10.45384 3.43107 0.77549
H -8.59769 0.94535 0.29382
H -10.01567 0.34326 1.17330
H -10.10507 0.61117 -0.57774
*
```

These are the Mulliken partial charges, in e, on atoms 1 to 2: -1.709, 1.619


4.
# C16H42N2O6

A 4-piece molecular cluster, C16H42N2O6 overall (ωB97M-V/def2-TZVPD, the Open Molecules 2025 dataset).

Properties
LUMO energy (spin up / spin down): -2.52 / -7.64 eV
calculated total energy: -32524.752 eV

```
! wB97M-V def2-TZVPD RIJCOSX def2/J DEFGRID3
* xyz 1 2
C -2.12393 0.43961 -1.04398
C -1.15270 -0.64152 -1.25055
O -0.43977 -0.32251 -2.40847
H -2.92949 0.31839 -1.76819
H -1.78064 1.46163 -1.20434
H -2.51202 0.26513 -0.04047
H -1.70855 -1.56660 -1.40337
H -0.50313 -0.64839 -0.37527
H 0.22607 0.31074 -2.13050
C 1.35978 -2.57885 1.70243
C 1.01498 -1.18975 2.26369
O 0.72830 -1.21206 3.66804
H 1.83753 -2.60636 0.72310
H 0.46062 -3.15814 1.49254
H 1.90891 -3.13707 2.46068
H 0.07713 -0.87796 1.80399
H 1.81235 -0.50185 1.98248
H -0.03490 -1.77437 3.81946
C 1.43926 2.45044 -2.08849
O 1.65031 1.17393 -1.69963
C 2.91928 0.72735 -2.19021
C 3.09120 -0.77160 -1.79945
N 4.47532 -1.35330 -1.98271
C 5.41826 -0.67318 -1.03492
C 6.35317 -1.68751 -0.38534
O 7.47251 -1.94661 -1.22596
C 8.72150 -2.03879 -0.69431
H 1.03401 2.44956 -3.10036
H 2.30289 3.11191 -2.15697
H 0.70429 2.91105 -1.42836
H 3.83095 1.22970 -1.86677
H 3.08667 0.85304 -3.25992
H 2.49206 -1.40783 -2.45085
H 2.78012 -1.04050 -0.78998
H 4.74671 -1.02946 -2.90008
H 4.79652 -0.27832 -0.23141
H 6.10451 0.02672 -1.51169
H 5.86490 -2.66174 -0.36158
H 6.53186 -1.44141 0.66137
H 9.07004 -1.02217 -0.51235
H 9.34109 -2.44230 -1.49517
H 8.93298 -2.64643 0.18554
C -1.05208 2.22237 2.22052
O -2.38017 1.86032 2.16394
C -2.74001 0.87869 3.12713
C -4.24461 0.47704 2.89165
N -4.67310 0.26086 1.48209
C -6.05425 -0.02339 1.14048
C -6.46627 0.23780 -0.33596
O -6.67808 1.64671 -0.61583
C -7.11652 1.99261 -1.94882
H -0.70793 2.56587 3.19606
H -0.92366 3.00252 1.47021
H -0.41698 1.35838 2.02489
H -2.56617 1.15274 4.16770
H -2.09624 0.01984 2.93729
H -4.82117 1.25914 3.38560
H -4.45489 -0.39550 3.51016
H -4.24912 0.95710 0.88577
H -6.77554 0.57057 1.70179
H -6.18695 -1.07875 1.37860
H -7.30974 -0.30691 -0.76014
H -5.65302 -0.08441 -0.98626
H -6.50107 1.76368 -2.81882
H -7.26419 3.07115 -2.00389
H -8.06917 1.51893 -2.18586
*
```

These are the Mulliken partial charges, in e, on atoms 1 to 2: -0.363, -0.101


5.
# C3H9N2O2

A 2-piece molecular cluster, C3H9N2O2 overall (ωB97M-V/def2-TZVPD, the Open Molecules 2025 dataset).

Properties
LUMO energy: 4.46 eV
calculated total energy: -10333.810 eV

```
! wB97M-V def2-TZVPD RIJCOSX def2/J DEFGRID3
* xyz -1 1
O 1.48755 0.58011 -1.19005
C 1.13755 -0.50134 -1.70723
O 0.10722 -1.16395 -1.50211
H 1.86220 -0.90513 -2.46523
N -1.28063 -1.42828 1.04062
C -0.47654 -0.28895 1.45756
C -0.87984 0.95887 0.70197
N 0.08681 2.02691 0.98801
H -1.07121 -2.23944 1.61200
H -0.99311 -1.61186 0.07246
H 0.59262 -0.44051 1.28508
H -0.60533 -0.08394 2.52299
H -0.93312 0.71474 -0.36248
H -1.87415 1.28461 1.01544
H 0.89733 1.83999 0.41665
H -0.28876 2.91485 0.70679
*
```

These are the Mulliken partial charges, in e, on atoms 1 to 2: -0.639, -0.125


6.
# C6H8CaO14SrV2

C6H8CaO14SrV2 as an isolated structure (ωB97M-V/def2-TZVPD, the Open Molecules 2025 dataset).

Properties
LUMO energy: -3.93 eV
calculated total energy: -105667.913 eV

```
! wB97M-V def2-TZVPD RIJCOSX def2/J DEFGRID3
* xyz 0 1
O -11.24718 -36.62082 19.00145
V -11.24103 -36.02748 20.45413
O -10.97496 -37.32215 21.43140
O -11.79354 -33.76434 24.61024
V -12.32701 -32.73003 23.47934
O -13.92713 -32.78565 23.51956
Sr -10.21655 -32.43523 18.12934
Ca -11.75964 -29.84379 20.76225
C -11.09548 -30.01038 23.51303
O -10.26774 -29.50488 22.65120
O -12.31566 -30.09360 23.21680
O -10.66148 -31.26159 23.74083
C -8.38555 -30.86437 19.81993
O -7.98963 -31.09560 18.61696
O -9.68259 -30.70479 20.03083
O -7.65226 -31.07374 20.80781
C -11.88142 -33.31290 20.79020
O -11.98913 -32.10626 21.08110
O -11.73902 -33.76789 19.60901
O -11.80118 -34.16743 21.76882
C -11.29608 -37.14879 24.71635
C -10.00458 -36.45195 25.14122
C -8.94996 -37.41584 25.60124
O -9.49516 -35.66515 24.05684
H -11.84970 -37.56050 25.56366
H -11.16417 -37.97222 24.01350
H -11.92876 -36.40555 24.22518
H -10.20909 -35.75702 25.96173
H -7.92013 -37.08158 25.47725
H -8.97478 -38.36818 25.05350
H -9.09877 -37.76698 26.62467
H -10.17938 -35.01440 23.85789
*
```

These are the Mulliken partial charges, in e, on atoms 1 to 2: -0.564, 1.478


7.
# C3H7BNO6S

An isolated ion of composition C3H7BNO6S and charge -1 (ωB97M-V/def2-TZVPD, the Open Molecules 2025 dataset).

Properties
LUMO energy: 2.81 eV
calculated total energy: -28515.343 eV

```
! wB97M-V def2-TZVPD RIJCOSX def2/J DEFGRID3
* xyz -1 1
C -0.79594 -1.94544 -0.68979
S -1.29505 -0.65676 0.43257
O -0.91749 -1.07657 1.77901
O -2.69180 -0.38019 0.21798
C -0.21966 0.74011 0.03529
N -0.74425 1.85295 0.84693
B 1.29082 0.36873 0.35221
O 2.01584 -0.55145 -0.42151
O 1.91953 0.96784 1.41595
C -0.21470 1.14031 -1.48045
O -1.00178 0.59785 -2.26330
O 0.67241 1.98898 -1.66250
H -1.71955 -2.41173 -1.03025
H -0.26255 -1.51044 -1.53033
H -0.18726 -2.65898 -0.13456
H -0.90991 1.52951 1.79599
H -0.02076 2.56007 0.89863
H 2.21870 -1.34395 0.08289
H 2.86341 0.78915 1.35523
*
```

These are the Mulliken partial charges, in e, on atoms 1 to 2: -1.087, 1.438


8.
# C22H46AlCl3LiN5O8S2

C22H46AlCl3LiN5O8S2 as an isolated structure (ωB97M-V/def2-TZVPD, the Open Molecules 2025 dataset).

Properties
LUMO energy: -5.26 eV
calculated total energy: -113410.843 eV

```
! wB97M-V def2-TZVPD RIJCOSX def2/J DEFGRID3
* xyz 0 1
C 3.20986 -2.24802 2.17408
C 2.45933 -1.25241 1.29100
O 3.01690 -0.42242 0.66725
O 1.07706 -1.37859 1.25626
C 0.43545 -1.12194 2.47436
C -0.28430 0.24744 2.31015
C -1.68418 0.05852 1.71589
N -2.77784 0.45949 2.67059
C -2.99789 1.93271 2.75042
C -3.94027 2.26765 3.91938
N -4.54428 1.03688 4.52194
C -5.14098 0.29402 3.38697
C -4.06176 -0.32897 2.49030
C -4.57948 -0.34660 1.04070
C -5.01788 -1.80439 0.73560
C -6.43126 -2.02045 1.31142
S -6.31007 -3.19876 2.68850
H 4.25142 -2.33720 1.90060
H 2.69329 -3.20110 2.07720
H 3.08116 -1.88994 3.19585
H 1.10262 -1.05157 3.33183
H -0.32209 -1.88077 2.69229
H 0.31194 0.78517 1.57869
H -0.30733 0.76891 3.27006
H -1.85663 -0.93633 1.31236
H -1.78240 0.74701 0.87857
H -2.37534 0.24250 3.63817
H -3.31937 2.33376 1.79320
H -2.02131 2.35161 2.98637
H -3.45359 2.83715 4.73181
H -4.89420 2.92748 3.60207
H -5.33048 1.37399 5.08696
H -5.83567 -0.49052 3.68997
H -5.74365 1.01389 2.82868
H -3.93229 -1.36110 2.86202
H -5.44819 0.28604 0.88350
H -3.83095 -0.07865 0.30213
H -5.00259 -2.06394 -0.32385
H -4.31987 -2.48106 1.24339
H -6.88910 -1.08280 1.61489
H -7.06498 -2.45499 0.54302
H -7.56948 -3.29297 3.13453
Cl -5.39462 -0.57391 -1.57647
C 5.84539 -1.59303 -1.31748
S 4.63465 -2.86369 -1.00136
O 5.31751 -3.96876 -0.25846
C 4.44075 -3.43063 -2.68850
H 6.11267 -1.17141 -0.35206
H 6.73688 -1.99101 -1.79932
H 5.39971 -0.82070 -1.94177
H 5.40623 -3.76973 -3.06562
H 4.05132 -2.61921 -3.30054
H 3.73209 -4.25455 -2.68907
Al -3.12088 -0.78268 4.74062
Cl -4.24952 -2.23654 -2.71162
N -2.52951 -1.03187 -5.48767
C -2.70635 -1.63981 -6.69893
C -1.54796 -1.47314 -7.41593
C -0.63727 -0.74833 -6.59347
C -1.28411 -0.49352 -5.41536
H -3.20002 -0.98010 -4.74437
H -3.63014 -2.13438 -6.94447
H -1.36814 -1.83821 -8.41305
H 0.36938 -0.45596 -6.83815
H -0.97324 0.01881 -4.52146
Cl -6.61088 3.20343 3.58395
C 0.25176 -1.85371 -2.24209
O 1.36097 -2.18770 -2.84163
H 0.24742 -1.93675 -1.12680
H -0.13869 -0.82646 -2.44344
H -0.66308 -2.48240 -2.51873
C 7.41788 1.96929 -0.72995
O 7.62786 0.87193 -1.23279
N 6.56587 2.87975 -1.20371
C 6.32368 4.15821 -0.53346
C 5.84118 2.58392 -2.42475
H 7.91199 2.28645 0.20322
H 5.27188 4.22482 -0.26175
H 6.57545 4.97798 -1.20525
H 6.92632 4.24027 0.36682
H 5.24361 1.68011 -2.29459
H 6.54218 2.41242 -3.24308
H 5.18948 3.41763 -2.67076
Li -2.62939 1.72038 6.02164
N 4.19187 6.57474 0.39202
O 3.92898 5.41370 0.78397
O 5.37876 6.92657 0.27077
O 3.27070 7.35898 0.12577
*
```

These are the Mulliken partial charges, in e, on atoms 1 to 2: -1.214, 0.688